[1]
{
  "formula": "C22H21FN4O",
  "method": "ωB97M-V/def2-TZVPD",
  "elements": ["C", "C", "C", "N", "C", "C", "C", "C", "N", "C", "C", "C", "C", "C", "N", "C", "C", "F", "C", "C", "O", "C", "C", "C", "C", "C", "C", "N", "H", "H", "H", "H", "H", "H", "H", "H", "H", "H", "H", "H", "H", "H", "H", "H", "H", "H", "H", "H", "H"],
  "xyz": [[-3.17, 1.21, 2.84], [-2.31, 1.79, 1.64], [-2.10, 3.17, 1.57], [-1.32, 3.67, 0.71], [-0.76, 2.94, -0.34], [-0.85, 1.53, -0.32], [-1.61, 0.95, 0.72], [-1.82, -0.52, 0.66], [-2.95, -1.01, 0.28], [-2.88, -2.42, 0.30], [-4.05, -3.22, -0.08], [-1.52, -2.77, 0.53], [-0.83, -4.07, 0.65], [-1.38, -5.39, 0.28], [0.44, -4.06, 0.84], [1.04, -2.89, 1.13], [2.44, -3.04, 1.50], [3.06, -4.22, 1.37], [3.16, -1.96, 1.89], [2.52, -0.75, 2.16], [3.26, 0.42, 2.34], [3.13, 1.35, 1.26], [3.61, 0.83, -0.18], [3.31, 1.61, -1.45], [2.82, 0.18, -1.32], [1.10, -0.64, 1.92], [0.38, -1.69, 1.38], [-0.93, -1.54, 0.92], [-3.82, 2.02, 3.26], [-3.73, 0.29, 2.60], [-2.46, 0.95, 3.70], [-2.49, 3.72, 2.39], [-0.26, 3.54, -1.08], [-0.24, 1.11, -1.19], [-4.91, -2.64, 0.01], [-4.14, -4.01, 0.67], [-3.95, -3.59, -1.09], [-2.24, -5.70, 0.85], [-1.67, -5.16, -0.72], [-0.70, -6.24, 0.38], [4.23, -2.21, 2.17], [3.71, 2.16, 1.58], [2.18, 1.82, 1.16], [4.64, 0.51, -0.01], [2.54, 2.35, -1.42], [4.06, 1.93, -2.19], [3.31, -0.73, -1.90], [1.74, 0.12, -0.98], [0.58, 0.31, 2.03]],
  "orbital_gap_ha": 0.2978,
  "spin_multiplicity": 1,
  "e_lumo_ev": 0.2,
  "smiles": "Cc1cnccc1-c1nc(C)c2c(C)nc3c(F)cc(OCC4CC4)cc3n12",
  "de_lowest_kj_mol": 266.37,
  "e_tot_ha": -1244.9524,
  "charge": 0
}

---

[2]
{
  "formula": "C27H78N2O18S",
  "method": "ωB97M-V/def2-TZVPD",
  "elements": ["C", "C", "C", "O", "C", "C", "O", "C", "C", "C", "N", "S", "N", "C", "C", "C", "H", "H", "H", "H", "H", "H", "H", "H", "H", "H", "H", "H", "H", "H", "C", "O", "H", "H", "H", "H", "C", "O", "H", "H", "H", "H", "C", "O", "H", "H", "H", "H", "C", "O", "H", "H", "H", "H", "C", "O", "H", "H", "H", "H", "C", "O", "H", "H", "H", "H", "C", "O", "H", "H", "H", "H", "C", "O", "H", "H", "H", "H", "C", "O", "H", "H", "H", "H", "C", "O", "H", "H", "H", "H", "C", "O", "H", "H", "H", "H", "C", "O", "H", "H", "H", "H", "C", "O", "H", "H", "H", "H", "C", "O", "H", "H", "H", "H", "C", "O", "H", "H", "H", "H", "C", "O", "H", "H", "H", "H"],
  "xyz": [[3.60, 0.10, -2.67], [2.42, 0.23, -1.63], [1.10, 0.89, -2.20], [0.27, 0.00, -2.99], [-0.97, -0.13, -2.36], [-1.94, 1.06, -2.19], [-1.52, 2.28, -2.76], [-3.22, 0.93, -1.50], [-4.17, 2.22, -1.33], [-3.71, -0.36, -0.90], [-4.84, -0.65, -0.20], [-4.79, -2.30, 0.22], [-3.32, -2.64, -0.51], [-2.74, -1.55, -1.10], [-1.40, -1.44, -1.82], [-0.52, -2.74, -1.96], [3.60, 0.91, -3.46], [4.57, 0.24, -2.09], [3.63, -0.94, -3.07], [2.18, -0.74, -1.08], [2.78, 0.93, -0.81], [1.43, 1.79, -2.81], [0.56, 1.34, -1.30], [-1.22, 2.88, -2.04], [-4.67, 2.22, -0.32], [-3.53, 3.16, -1.34], [-4.90, 2.23, -2.18], [-0.01, -2.65, -2.97], [0.23, -2.86, -1.14], [-1.22, -3.63, -2.06], [4.74, -1.58, -6.48], [3.81, -1.01, -5.56], [5.27, -2.39, -5.98], [4.21, -1.98, -7.35], [5.46, -0.82, -6.80], [3.35, -0.30, -6.03], [-2.65, -5.19, 2.46], [-3.82, -5.88, 2.05], [-2.36, -5.54, 3.45], [-1.84, -5.39, 1.75], [-2.85, -4.12, 2.50], [-4.06, -5.55, 1.18], [3.32, -0.57, 2.40], [3.41, 0.50, 1.46], [2.37, -0.49, 2.92], [3.37, -1.53, 1.87], [4.14, -0.49, 3.11], [4.26, 0.41, 1.00], [-6.70, -1.94, 4.30], [-6.60, -0.88, 3.35], [-7.66, -1.86, 4.80], [-6.63, -2.90, 3.79], [-5.89, -1.86, 5.03], [-5.74, -0.97, 2.91], [5.28, 3.14, -4.44], [4.10, 2.45, -4.83], [5.58, 2.77, -3.45], [6.08, 2.94, -5.16], [5.09, 4.21, -4.38], [3.85, 2.79, -5.70], [4.32, 1.87, 5.87], [3.67, 0.72, 5.35], [5.31, 1.58, 6.24], [4.43, 2.62, 5.08], [3.73, 2.29, 6.70], [2.80, 1.00, 5.04], [-0.25, 6.18, -2.87], [0.73, 5.32, -3.43], [0.15, 7.19, -2.83], [-1.14, 6.18, -3.50], [-0.51, 5.85, -1.86], [0.35, 4.44, -3.46], [6.75, -1.81, -1.04], [6.51, -0.62, -0.30], [5.79, -2.23, -1.35], [7.34, -1.58, -1.93], [7.27, -2.54, -0.41], [7.38, -0.27, -0.04], [-1.41, 8.80, -5.56], [-2.24, 7.88, -4.85], [-1.19, 9.65, -4.91], [-0.47, 8.31, -5.84], [-1.93, 9.15, -6.45], [-2.41, 7.14, -5.44], [-5.57, 0.90, -5.08], [-6.69, 1.75, -5.30], [-4.74, 1.50, -4.71], [-5.83, 0.15, -4.33], [-5.28, 0.42, -6.01], [-7.41, 1.19, -5.63], [-9.39, 1.20, 4.89], [-8.06, 1.60, 4.59], [-9.86, 1.96, 5.51], [-9.96, 1.09, 3.96], [-9.38, 0.25, 5.43], [-7.67, 0.91, 4.04], [-7.33, -1.87, -6.85], [-8.52, -1.21, -6.45], [-6.77, -2.16, -5.96], [-7.57, -2.77, -7.43], [-6.72, -1.19, -7.45], [-9.00, -0.97, -7.25], [7.91, 1.38, 7.53], [8.00, 2.45, 6.59], [6.96, 1.46, 8.06], [7.96, 0.43, 7.01], [8.73, 1.45, 8.25], [8.85, 2.36, 6.14], [-2.41, -8.06, -0.07], [-1.03, -7.99, -0.41], [-2.94, -7.26, -0.58], [-2.82, -9.02, -0.40], [-2.53, -7.95, 1.01], [-0.59, -8.71, 0.04], [5.10, -0.15, 9.57], [6.40, -0.62, 9.23], [5.00, 0.88, 9.20], [4.35, -0.78, 9.09], [4.97, -0.16, 10.65], [6.47, -1.52, 9.56], [2.32, -2.81, 5.48], [1.82, -1.78, 6.31], [1.73, -3.71, 5.64], [2.24, -2.51, 4.43], [3.37, -3.02, 5.73], [2.36, -0.99, 6.15]],
  "orbital_gap_ha": 0.2775,
  "spin_multiplicity": 1,
  "e_lumo_ev": -0.7,
  "e_tot_ha": -2937.1351,
  "charge": 0
}

---

[3]
{
  "formula": "C57H61CrN8S",
  "method": "ωB97M-V/def2-TZVPD",
  "elements": ["Cr", "C", "C", "C", "C", "C", "C", "C", "N", "C", "C", "C", "C", "C", "C", "C", "C", "C", "C", "N", "C", "C", "C", "N", "C", "C", "C", "C", "C", "C", "C", "C", "C", "C", "C", "C", "C", "C", "N", "C", "C", "H", "H", "H", "H", "H", "H", "H", "H", "H", "H", "H", "H", "H", "H", "H", "H", "H", "H", "H", "H", "H", "H", "H", "H", "H", "H", "H", "H", "H", "H", "H", "H", "H", "H", "H", "H", "H", "H", "H", "H", "H", "H", "H", "H", "C", "C", "C", "C", "C", "C", "C", "C", "C", "S", "C", "N", "H", "H", "H", "H", "H", "H", "H", "H", "C", "C", "N", "C", "C", "C", "C", "C", "C", "C", "C", "N", "C", "N", "H", "H", "H", "H", "H", "H", "H", "H", "H"],
  "xyz": [[-0.32, -0.41, 0.04], [3.20, -1.56, -5.10], [3.78, -2.19, -3.83], [3.16, -1.62, -2.59], [3.74, -0.68, -1.80], [5.18, -0.25, -1.83], [5.44, 0.97, -2.72], [2.74, -0.24, -0.86], [1.54, -0.90, -1.08], [1.83, -1.83, -2.02], [0.25, -3.46, -0.89], [-1.16, -3.06, -0.98], [-2.22, -3.89, -1.42], [-2.08, -5.28, -1.94], [-2.20, -6.35, -0.84], [-3.37, -3.14, -1.30], [-2.96, -1.88, -0.75], [-3.79, -0.92, -0.21], [-3.37, 0.12, 0.61], [-2.06, 0.40, 0.94], [-2.12, 1.48, 1.78], [-1.02, 2.16, 2.32], [0.31, 1.94, 2.00], [0.78, 1.04, 1.08], [2.14, 1.24, 1.04], [3.02, 0.65, 0.14], [2.54, 2.21, 2.01], [1.39, 2.67, 2.60], [1.25, 3.69, 3.68], [0.99, 3.06, 5.06], [3.96, 2.58, 2.33], [4.61, 1.57, 3.28], [-3.48, 1.86, 2.03], [-4.25, 1.02, 1.28], [-5.75, 0.95, 1.21], [-6.33, -0.10, 2.17], [-3.91, 2.96, 2.94], [-3.90, 2.55, 4.42], [-1.58, -1.86, -0.62], [-4.77, -3.54, -1.63], [-5.27, -2.90, -2.93], [3.70, -1.96, -5.99], [3.33, -0.48, -5.09], [2.13, -1.77, -5.17], [4.85, -2.01, -3.79], [3.64, -3.27, -3.86], [5.78, -1.09, -2.19], [5.52, -0.05, -0.81], [5.11, 0.77, -3.74], [6.51, 1.21, -2.74], [4.90, 1.85, -2.35], [0.26, -4.55, -0.88], [-1.11, -5.38, -2.44], [-2.84, -5.46, -2.71], [-1.44, -6.20, -0.08], [-2.09, -7.35, -1.26], [-3.18, -6.28, -0.35], [-4.85, -1.04, -0.36], [-1.24, 2.96, 3.01], [4.06, 0.94, 0.22], [0.43, 4.38, 3.44], [2.16, 4.29, 3.73], [0.11, 2.42, 5.03], [0.84, 3.83, 5.82], [1.84, 2.45, 5.36], [3.99, 3.57, 2.77], [4.54, 2.63, 1.41], [4.05, 1.51, 4.21], [5.64, 1.85, 3.52], [4.62, 0.57, 2.84], [-6.07, 0.73, 0.19], [-6.16, 1.93, 1.46], [-5.93, -1.09, 1.94], [-7.42, -0.13, 2.11], [-6.06, 0.14, 3.20], [-4.92, 3.28, 2.67], [-3.26, 3.83, 2.80], [-4.58, 1.71, 4.59], [-4.21, 3.37, 5.07], [-2.90, 2.23, 4.72], [-5.44, -3.26, -0.81], [-4.82, -4.63, -1.72], [-5.24, -1.81, -2.86], [-6.30, -3.20, -3.15], [-4.63, -3.20, -3.77], [0.33, -0.93, 3.34], [1.01, -1.89, 2.40], [2.11, -2.63, 2.81], [2.68, -3.55, 1.96], [2.15, -3.80, 0.66], [2.78, -4.71, -0.22], [2.60, -4.94, -1.62], [1.88, -4.28, -2.56], [1.04, -3.08, -2.23], [0.00, -2.54, -3.65], [0.95, -3.07, 0.38], [0.48, -2.11, 1.19], [-0.08, -1.48, 4.20], [-0.50, -0.43, 2.86], [1.02, -0.17, 3.72], [2.53, -2.46, 3.79], [3.57, -4.10, 2.26], [3.56, -5.30, 0.25], [3.16, -5.80, -1.99], [1.82, -4.65, -3.57], [-1.97, 1.25, -3.55], [-1.38, 0.43, -2.61], [-0.87, 0.91, -1.47], [-0.91, 2.23, -1.25], [-1.50, 3.12, -2.13], [-2.07, 2.61, -3.29], [-1.61, 4.55, -1.80], [-0.75, 5.36, -1.19], [0.66, 5.15, -0.84], [1.30, 6.04, 0.02], [2.65, 5.87, 0.22], [3.34, 4.90, -0.36], [2.64, 4.07, -1.14], [1.34, 4.15, -1.41], [-2.38, 0.82, -4.45], [-1.26, -0.64, -2.78], [-0.52, 2.57, -0.30], [-2.57, 3.27, -3.98], [-2.57, 4.99, -2.07], [-1.11, 6.36, -0.97], [0.75, 6.84, 0.50], [3.21, 6.54, 0.87], [3.18, 3.26, -1.60]],
  "orbital_gap_ha": [0.1541, 0.1421],
  "spin_multiplicity": 5,
  "e_lumo_ev": [1.6, 1.3],
  "de_lowest_kj_mol": 108.33,
  "e_tot_ha": -4089.4966,
  "charge": -1
}

---

[4]
{
  "formula": "CH3FOS",
  "method": "ωB97M-V/def2-TZVPD",
  "elements": ["O", "C", "F", "S", "H", "H", "H"],
  "xyz": [[0.08, 1.28, -0.94], [-0.38, 0.42, -0.09], [-1.46, -0.40, -0.54], [1.11, -1.11, 0.02], [0.22, 0.73, -1.74], [-0.55, 0.85, 0.86], [0.62, -1.66, -1.15]],
  "orbital_gap_ha": 0.3707,
  "spin_multiplicity": 1,
  "e_lumo_ev": 0.7,
  "smiles": "O[C@@H](F)S",
  "de_lowest_kj_mol": 76.13,
  "e_tot_ha": -613.1514,
  "charge": 0
}

---

[5]
{
  "formula": "C5H10Cl2CoIOS",
  "method": "ωB97M-V/def2-TZVPD",
  "elements": ["Co", "Cl", "C", "Cl", "H", "H", "O", "S", "C", "C", "C", "C", "H", "H", "H", "H", "H", "H", "H", "H", "I"],
  "xyz": [[1.06, -0.81, 2.02], [3.36, -0.92, 1.50], [3.75, 0.05, 2.95], [2.19, 0.41, 3.73], [4.23, 0.97, 2.65], [4.37, -0.54, 3.62], [0.03, 0.26, 0.88], [-1.12, 0.98, 0.15], [-2.23, -0.35, -0.44], [-2.29, -0.21, -1.96], [-0.90, 0.20, -2.43], [-0.46, 1.34, -1.52], [-3.19, -0.25, 0.05], [-1.74, -1.27, -0.13], [-3.03, 0.53, -2.25], [-2.60, -1.16, -2.41], [-0.93, 0.55, -3.46], [-0.20, -0.63, -2.38], [-0.91, 2.30, -1.80], [0.61, 1.47, -1.42], [0.01, -2.94, 2.67]],
  "orbital_gap_ha": [0.3891, 0.2086],
  "spin_multiplicity": 5,
  "e_lumo_ev": [-6.7, -11.5],
  "e_tot_ha": -3270.1306,
  "charge": 2
}

---

[6]
{
  "formula": "C21H71N8O15",
  "method": "ωB97M-V/def2-TZVPD",
  "elements": ["C", "C", "O", "H", "H", "H", "H", "H", "C", "C", "O", "H", "H", "H", "H", "H", "H", "C", "C", "O", "H", "H", "H", "H", "H", "H", "C", "C", "O", "H", "H", "H", "H", "H", "H", "C", "C", "O", "H", "H", "H", "H", "H", "H", "C", "C", "O", "H", "H", "H", "H", "H", "H", "C", "O", "N", "N", "H", "H", "H", "H", "C", "O", "N", "N", "H", "H", "H", "H", "C", "O", "N", "N", "H", "H", "H", "H", "C", "O", "N", "N", "H", "H", "H", "H", "C", "O", "H", "H", "H", "H", "C", "O", "H", "H", "H", "H", "C", "O", "H", "H", "H", "H", "C", "O", "H", "H", "H", "H", "C", "O", "H", "H", "H", "H"],
  "xyz": [[0.52, -0.13, 0.17], [-0.63, -0.51, -0.84], [-1.83, -0.28, -0.01], [0.47, -0.64, 1.10], [0.64, 0.90, 0.29], [1.45, -0.56, -0.29], [-0.59, -1.55, -1.19], [-0.65, 0.11, -1.71], [4.03, -1.87, -0.28], [5.40, -2.05, 0.15], [5.72, -3.43, 0.16], [3.85, -0.85, -0.03], [3.32, -2.36, 0.31], [3.89, -2.08, -1.34], [5.44, -1.90, 1.23], [6.14, -1.38, -0.28], [5.37, -3.86, 0.99], [-3.10, -4.58, -2.59], [-2.62, -3.17, -2.33], [-3.17, -2.72, -1.09], [-3.14, -5.21, -1.72], [-2.28, -4.96, -3.27], [-4.10, -4.47, -3.04], [-2.81, -2.48, -3.20], [-1.50, -3.14, -2.32], [-2.63, -2.01, -0.76], [0.22, 1.54, 5.61], [1.01, 1.11, 4.35], [0.62, -0.23, 3.98], [0.84, 1.37, 6.51], [-0.72, 0.96, 5.59], [0.15, 2.62, 5.70], [2.05, 1.03, 4.51], [0.87, 1.77, 3.51], [1.16, -0.50, 3.26], [-0.63, -3.46, 2.71], [-0.62, -3.67, 1.26], [0.25, -4.69, 0.81], [-0.59, -4.39, 3.24], [-1.56, -3.08, 3.05], [0.08, -2.74, 3.12], [-0.26, -2.83, 0.75], [-1.58, -3.84, 0.80], [0.27, -4.64, -0.14], [3.24, 2.82, -2.55], [1.98, 2.21, -2.06], [1.42, 1.51, -3.13], [3.71, 3.37, -1.81], [3.03, 3.55, -3.36], [3.95, 2.12, -2.84], [1.24, 2.92, -1.87], [2.14, 1.63, -1.21], [0.59, 1.19, -2.73], [1.61, -2.79, -2.62], [0.80, -3.68, -1.83], [2.47, -3.16, -3.52], [1.56, -1.52, -2.51], [2.42, -4.19, -3.74], [3.25, -2.50, -3.81], [0.97, -1.26, -1.72], [2.13, -0.79, -3.00], [-5.19, 0.86, -0.72], [-6.56, 0.84, -0.85], [-4.51, -0.16, -0.21], [-4.37, 1.83, -1.18], [-4.99, -1.03, 0.05], [-3.47, -0.11, -0.24], [-4.74, 2.57, -1.72], [-3.34, 1.86, -0.86], [-1.67, 3.19, 0.59], [-1.43, 4.50, 0.35], [-1.74, 2.27, -0.33], [-1.29, 2.66, 1.64], [-1.50, 2.55, -1.31], [-1.57, 1.27, -0.10], [-0.93, 3.25, 2.41], [-1.51, 1.66, 1.91], [-2.94, 0.43, 3.30], [-2.95, 0.72, 4.62], [-4.03, 0.39, 2.59], [-1.86, 0.16, 2.61], [-4.92, 0.68, 2.95], [-3.90, 0.35, 1.52], [-1.03, 0.13, 3.13], [-1.82, -0.13, 1.55], [3.21, -1.71, 3.76], [2.45, -1.50, 2.60], [3.96, -2.45, 3.54], [2.47, -2.19, 4.39], [3.69, -0.77, 4.19], [2.79, -0.75, 2.12], [-1.37, 3.05, -4.39], [-1.41, 2.55, -3.09], [-2.35, 3.51, -4.60], [-1.05, 2.26, -5.10], [-0.70, 3.90, -4.33], [-2.08, 1.92, -3.05], [-4.23, 0.67, -4.08], [-3.27, 0.33, -3.08], [-4.12, 0.02, -4.95], [-4.07, 1.66, -4.38], [-5.29, 0.51, -3.86], [-3.58, 0.61, -2.16], [1.74, 4.53, 0.95], [1.37, 3.17, 0.92], [0.87, 5.22, 0.83], [2.45, 4.77, 0.15], [2.18, 4.67, 1.94], [0.42, 3.07, 0.90], [4.19, 1.59, 1.03], [2.97, 1.04, 1.62], [5.01, 0.91, 0.75], [4.61, 2.31, 1.61], [3.95, 2.08, 0.07], [2.23, 1.69, 1.61]],
  "orbital_gap_ha": 0.3036,
  "spin_multiplicity": 1,
  "e_lumo_ev": 1.9,
  "e_tot_ha": -2409.2100,
  "charge": -1
}